1.
A structure of composition C36H84CuN3O15S4 at a distorted geometry. Source: the Open Molecules 2025 dataset; level of theory: ωB97M-V/def2-TZVPD.

```
! RIJCOSX wB97M-V def2-TZVPD def2/J DEFGRID3
* xyz 1 2
Cu 1.5985 -2.5127 -6.4529
C 0.4965 -0.4168 -0.5456
C 0.7220 -0.8984 -1.9563
O 0.4061 -2.0367 -2.3670
O 1.1792 -0.1505 -2.8447
H 0.3935 0.6632 -0.4402
H 1.3111 -0.7294 0.1078
H -0.4478 -0.9148 -0.3255
C 4.9469 5.9878 -2.9354
C 3.7272 6.4071 -2.0605
C 3.3604 7.9075 -2.0494
O 2.5611 5.7337 -2.3922
H 5.2448 4.9397 -2.9066
H 5.7560 6.5377 -2.4546
H 4.9132 6.3293 -3.9699
H 3.9328 6.1053 -1.0335
H 4.2433 8.3358 -1.5747
H 2.4001 8.0777 -1.5626
H 3.2383 8.3247 -3.0489
H 2.6753 4.7811 -2.4243
C 1.6003 -0.1169 5.9147
C 3.1649 0.0765 6.2367
C 3.9329 -1.2009 6.5572
O 3.8791 0.7169 5.2739
H 1.1294 0.8259 6.1930
H 1.0901 -0.8722 6.5125
H 1.4095 -0.4136 4.8834
H 3.2186 0.6811 7.1420
H 3.5879 -2.0328 5.9433
H 3.8239 -1.3987 7.6235
H 4.9490 -1.0508 6.1923
H 4.7570 0.8488 5.6395
C -5.0988 -5.7862 4.5022
C -3.9017 -5.3299 5.2618
C -2.7386 -4.8701 4.3515
O -2.3223 -5.9665 3.5979
C -1.1381 -5.7507 2.7877
N -4.3336 -4.3254 6.2277
H -5.5541 -5.0919 3.7960
H -5.8476 -6.0440 5.2512
H -4.9523 -6.6789 3.8941
H -3.5759 -6.2439 5.7585
H -1.8564 -4.5978 4.9308
H -2.9878 -3.9564 3.8118
H -1.1020 -6.6991 2.2517
H -0.2579 -5.6438 3.4217
H -1.2137 -4.8031 2.2544
H -4.5680 -3.5218 5.6625
H -3.5296 -4.0805 6.7878
C -9.1796 0.6129 6.9058
C -7.6329 0.7175 7.1601
C -6.7082 1.0179 5.9992
O -6.8793 0.0682 4.9635
C -6.2958 0.4398 3.7757
N -7.5578 1.7639 8.1603
H -9.4584 1.3900 6.1941
H -9.8452 0.7965 7.7492
H -9.3269 -0.3425 6.4021
H -7.3236 -0.2376 7.5847
H -5.6364 1.0381 6.1966
H -6.9907 2.0163 5.6653
H -6.3624 -0.3469 3.0242
H -5.2609 0.7797 3.8137
H -6.8831 1.2983 3.4496
H -8.0207 2.5510 7.7286
H -8.2744 1.5789 8.8475
C 1.3934 7.4011 6.8436
C 1.6647 6.1531 6.0208
C 1.2003 6.2795 4.5614
O -0.2169 6.2797 4.4704
C -0.7127 5.9672 3.1885
N 3.1163 6.0372 5.9604
H 1.9024 8.3016 6.5001
H 1.7889 7.3610 7.8585
H 0.3263 7.6207 6.8767
H 1.2096 5.2444 6.4149
H 1.5608 5.4559 3.9451
H 1.5622 7.2141 4.1328
H -0.4687 4.9644 2.8377
H -0.3153 6.6135 2.4059
H -1.7968 6.0632 3.1275
H 3.2605 5.5737 6.8461
H 3.3169 5.2182 5.4045
C -4.8558 0.9751 -4.7507
C -6.0777 0.0377 -4.8994
C -6.0092 -0.6902 -6.2942
S -4.4445 -0.1158 -7.1835
O -4.7776 0.2473 -8.5547
O -3.2511 -0.9163 -6.8444
C -4.3914 1.4244 -6.1644
H -4.0589 0.3965 -4.2835
H -4.9098 1.8207 -4.0650
H -6.9616 0.6748 -4.9300
H -6.1950 -0.5304 -3.9766
H -6.7821 -0.2385 -6.9160
H -6.1488 -1.7687 -6.3677
H -5.0907 2.0818 -6.6811
H -3.3611 1.7756 -6.1089
C 8.8951 -1.2429 -0.9218
C 7.8501 -1.9942 -0.0147
C 8.3422 -2.2071 1.4521
S 10.1189 -2.7057 1.1196
O 10.2388 -4.1534 0.8370
O 11.0554 -2.0433 2.0043
C 10.2930 -1.8709 -0.5213
H 8.9750 -0.1744 -0.7220
H 8.6361 -1.2006 -1.9798
H 7.5490 -2.8904 -0.5572
H 6.9962 -1.3256 0.0945
H 7.8411 -2.8204 2.2011
H 8.5309 -1.2314 1.8999
H 10.8054 -2.5343 -1.2181
H 10.9502 -1.0289 -0.3042
C -4.4217 -7.2508 -3.3180
C -3.5506 -8.2828 -2.5770
C -2.1185 -8.2256 -3.2773
S -2.4083 -7.8609 -5.0686
O -2.0632 -9.0667 -5.8278
O -1.8141 -6.6030 -5.4509
C -4.2743 -7.5803 -4.8483
H -4.0928 -6.2487 -3.0428
H -5.4769 -7.4361 -3.1175
H -3.9528 -9.2570 -2.8548
H -3.6354 -8.1597 -1.4973
H -1.6330 -9.1814 -3.0803
H -1.5920 -7.3452 -2.9086
H -4.7587 -8.5528 -4.9360
H -4.4695 -6.8390 -5.6231
C 5.3500 3.5191 -10.2219
C 5.3665 2.1064 -10.8414
C 3.9234 1.8077 -11.2827
S 2.8868 2.5204 -9.9598
O 2.4604 1.4152 -9.1115
O 2.0227 3.5667 -10.5205
C 4.2900 3.4012 -9.0919
H 5.0072 4.2705 -10.9332
H 6.2743 3.9883 -9.8848
H 5.6729 1.3068 -10.1669
H 6.0365 1.9903 -11.6934
H 3.6371 0.7793 -11.5032
H 3.7171 2.4079 -12.1688
H 4.5468 2.6859 -8.3105
H 3.9300 4.3396 -8.6701
*
```

Properties
HOMO (spin up / spin down) ... -10.300 / -10.300 eV
<S²> ... 0.76
Orbital gap (spin up / spin down) ... 3.412 / 3.425 eV



2.
A cluster of 14 separate species, C36H84F30N8O12P4S2 in total at a distorted geometry. Source: the Open Molecules 2025 dataset; level of theory: ωB97M-V/def2-TZVPD.

```
! RIJCOSX wB97M-V def2-TZVPD def2/J DEFGRID3
* xyz 2 1
C -4.1930 -1.2727 11.8298
C -3.9253 -2.7709 11.7301
O -2.9358 -3.3489 12.1829
N -5.0205 -3.6029 11.0178
H -5.4456 -4.1758 11.7327
H -5.7578 -3.0520 10.6017
C -4.4769 -4.4761 9.8890
H -3.5651 -0.9754 12.6697
H -5.2429 -1.1423 12.0921
H -3.9072 -0.7943 10.8930
H -3.5302 -4.9550 10.1388
H -4.5081 -3.9615 8.9286
H -5.2207 -5.2703 9.8251
C -12.3559 -7.7640 6.5257
C -11.0832 -8.2826 7.1724
O -10.0154 -8.4584 6.6232
N -11.2618 -8.9137 8.5492
H -10.4998 -8.8326 9.2071
H -11.9820 -8.3455 8.9718
C -11.5793 -10.3824 8.3721
H -12.7989 -6.9340 7.0761
H -13.0121 -8.6187 6.3615
H -11.9545 -7.4338 5.5676
H -10.7788 -10.6638 7.6879
H -12.6003 -10.5467 8.0276
H -11.4942 -10.7438 9.3969
C -6.1902 -4.7666 0.0660
C -5.5998 -4.4286 -1.2717
O -5.7159 -3.3348 -1.8107
N -4.8453 -5.5958 -1.9526
H -4.0883 -5.9839 -1.4081
H -5.5504 -6.2310 -2.2982
C -4.0245 -5.0842 -3.1411
H -6.2608 -5.8301 0.2942
H -7.2030 -4.3670 0.1176
H -5.6138 -4.4322 0.9286
H -3.1940 -4.4517 -2.8276
H -4.7188 -4.4505 -3.6929
H -3.7430 -5.9910 -3.6763
C -0.3598 -0.6550 1.4291
C 0.2257 -0.3699 0.0467
O -0.4613 -0.1855 -0.9186
N 1.7378 -0.5611 -0.1187
H 2.0288 -0.3320 -1.0583
H 2.2858 0.0094 0.5092
C 2.3086 -2.0127 -0.0885
H 0.1064 -1.5853 1.7538
H -1.4422 -0.7806 1.4561
H -0.2380 0.1392 2.1656
H 2.2343 -2.6672 0.7800
H 3.3420 -1.9641 -0.4318
H 1.7861 -2.6859 -0.7681
C -15.3426 2.2746 -4.3108
C -14.0171 1.5460 -4.0916
O -13.8623 0.3597 -4.4151
N -12.8383 2.3405 -3.5303
H -12.6041 3.0326 -4.2276
H -13.1420 2.9167 -2.7584
C -11.5913 1.5387 -3.0326
H -15.6512 2.7763 -3.3937
H -16.0795 1.4780 -4.4136
H -15.3106 2.7890 -5.2712
H -10.9712 2.3419 -2.6344
H -10.9755 1.1235 -3.8304
H -11.8159 0.7627 -2.3009
C -13.4364 -7.4752 -3.3116
C -12.6198 -8.3720 -2.4812
O -11.5215 -8.1814 -2.0519
N -13.3730 -9.6329 -2.0543
H -13.4039 -9.7195 -1.0485
H -14.3363 -9.6497 -2.3574
C -12.6403 -10.8723 -2.5408
H -13.8414 -7.7961 -4.2713
H -12.9038 -6.5853 -3.6470
H -14.3457 -7.1425 -2.8110
H -11.7671 -11.0619 -1.9167
H -12.5172 -10.8574 -3.6238
H -13.4085 -11.6218 -2.3501
C 0.6975 -6.4653 -14.1535
C -0.4737 -7.2987 -14.0737
C -0.8880 -7.3372 -12.5679
N -2.0632 -8.3341 -12.1674
C -3.3470 -8.0726 -13.0334
C -2.3965 -8.1823 -10.6889
C -1.4319 -9.1147 -9.9761
C -1.2441 -10.3405 -10.9088
C -1.6689 -9.7788 -12.3145
H 0.6830 -5.4540 -13.7469
H 0.8634 -6.2853 -15.2157
H 1.6141 -6.9240 -13.7827
H -0.3826 -8.2894 -14.5191
H -1.2643 -6.7962 -14.6310
H -1.3181 -6.3711 -12.3038
H -0.0874 -7.4941 -11.8450
H -4.1307 -8.7138 -12.6298
H -3.2030 -8.2934 -14.0911
H -3.7050 -7.0616 -12.8391
H -3.3744 -8.6487 -10.5696
H -2.1447 -7.1463 -10.4618
H -1.8162 -9.3679 -8.9880
H -0.4376 -8.6749 -9.8986
H -1.9915 -11.0421 -10.5383
H -0.3218 -10.9082 -10.7860
H -2.5256 -10.4107 -12.5486
H -0.9578 -10.0351 -13.0998
C 1.3168 5.1399 -7.0885
C -0.1137 5.5175 -7.3586
C -1.0941 4.4403 -6.9162
N -2.5037 4.7212 -7.6101
C -2.9823 6.1928 -7.5610
C -3.5956 3.7577 -6.9610
C -3.5569 2.4225 -7.8200
C -2.6862 2.7092 -9.0660
C -2.5191 4.2076 -9.0803
H 1.5266 4.8365 -6.0628
H 2.0448 5.9294 -7.2749
H 1.6627 4.2487 -7.6122
H -0.1283 5.6402 -8.4415
H -0.4056 6.4967 -6.9788
H -1.2298 4.3404 -5.8393
H -0.8041 3.4850 -7.3535
H -2.2980 6.7846 -8.1689
H -2.9181 6.5314 -6.5269
H -4.0188 6.1829 -7.8984
H -4.6140 4.1210 -7.0987
H -3.3396 3.6260 -5.9097
H -4.5699 2.1928 -8.1505
H -3.1562 1.5525 -7.2997
H -2.9930 2.2555 -10.0084
H -1.7365 2.2004 -8.9012
H -3.4424 4.5848 -9.5199
H -1.6147 4.5461 -9.5858
C 3.9784 -1.6351 -8.9009
F 2.9285 -0.8052 -9.2135
F 4.2711 -2.5012 -9.8908
F 5.0174 -0.8624 -8.6664
S 3.3246 -2.4762 -7.3266
O 4.4304 -3.1994 -6.6155
O 2.8456 -1.3620 -6.5089
O 2.2560 -3.4022 -7.7782
C -1.6958 -9.5423 3.8528
F -1.7657 -10.3970 2.8285
F -2.9201 -9.1622 4.1468
F -1.0911 -10.2634 4.8900
S -0.6887 -8.0550 3.3717
O -1.1939 -7.5535 2.0814
O -0.8780 -7.1468 4.5225
O 0.7130 -8.5125 3.2031
P -9.3184 -4.6344 -8.7703
F -9.0115 -5.9744 -8.0134
F -10.9282 -4.8459 -8.7539
F -9.4653 -3.8305 -7.3219
F -9.5206 -3.2636 -9.6518
F -7.7848 -4.3892 -8.8689
F -9.1740 -5.4926 -10.1658
P -4.8612 -12.2160 -3.0326
F -6.2858 -13.0324 -3.3005
F -5.6517 -11.4510 -1.8220
F -4.3492 -13.3543 -1.9624
F -3.5814 -11.2711 -2.6839
F -4.0741 -13.0350 -4.2379
F -5.3846 -11.0512 -4.0012
P -7.3478 0.5324 6.2847
F -7.2467 0.4739 7.8787
F -6.7647 2.0662 6.2088
F -5.8526 -0.1690 6.2316
F -7.5938 0.3661 4.6812
F -8.0227 -0.9414 6.5606
F -8.8405 1.2087 6.4076
P -14.5487 -0.6852 3.5525
F -15.8494 0.1764 3.4663
F -13.8095 0.7789 3.5329
F -14.5969 -0.4569 5.1756
F -13.1456 -1.4726 3.6793
F -15.5419 -2.0175 3.6364
F -14.5054 -0.8764 1.8985
*
```

Properties
HOMO ... -9.368 eV
Orbital gap ... 4.592 eV



3.
A cluster of 8 separate species, C36H84N4O4 in total at a distorted geometry. Source: the Open Molecules 2025 dataset; level of theory: ωB97M-V/def2-TZVPD.

```
! RIJCOSX wB97M-V def2-TZVPD def2/J DEFGRID3
* xyz 0 1
C 4.0618 0.3755 -0.2528
C 4.4423 -0.6298 -1.3422
N 5.2177 -1.6777 -0.7777
C 6.4226 -1.1859 -0.1053
C 7.2239 -0.1454 -0.8726
C 5.4412 -2.7119 -1.7544
C 6.0972 -3.9886 -1.2376
H 3.7792 -0.2139 0.6234
H 3.2287 0.9936 -0.5461
H 4.9415 0.9715 -0.0137
H 3.4927 -1.0210 -1.7143
H 4.9676 -0.1019 -2.1544
H 6.0798 -0.7128 0.8221
H 7.0673 -2.0143 0.1574
H 7.5623 -0.4278 -1.8790
H 6.7471 0.8277 -0.9908
H 8.1805 0.0093 -0.3543
H 6.0222 -2.3696 -2.6424
H 4.4724 -2.9818 -2.1911
H 5.4538 -4.4161 -0.4561
H 7.0267 -3.7872 -0.6975
H 6.3062 -4.7041 -2.0222
C -1.1176 -2.1065 -1.2199
C -0.6113 -1.0352 -0.2705
N -1.5264 0.0331 -0.0843
C -1.1124 0.9389 0.9561
C -2.2816 1.6658 1.6324
C -1.8781 0.7083 -1.3218
C -0.6777 1.0716 -2.1716
H -0.4283 -2.9141 -1.4171
H -1.4444 -1.6326 -2.1572
H -2.0669 -2.4687 -0.8169
H -0.5079 -1.5315 0.7045
H 0.4203 -0.7084 -0.4911
H -0.5153 0.4488 1.7301
H -0.4101 1.6868 0.5291
H -1.8438 2.3268 2.3834
H -2.9172 2.1878 0.9278
H -2.8649 0.9122 2.1691
H -2.4510 1.6037 -1.0690
H -2.5747 0.1437 -1.9522
H -1.0031 1.4791 -3.1275
H -0.0097 0.2280 -2.3606
H -0.0152 1.7889 -1.6778
C -1.7183 -0.7386 -5.0107
C -2.1822 -1.3351 -6.3408
N -2.9629 -2.5405 -6.2796
C -2.3717 -3.5953 -5.4737
C -1.0690 -4.1101 -6.0567
C -4.3583 -2.3884 -6.0238
C -4.8117 -2.0937 -4.5913
H -1.1534 0.1838 -5.1188
H -1.1394 -1.4268 -4.3779
H -2.5838 -0.5492 -4.3623
H -2.7353 -0.5243 -6.8275
H -1.3504 -1.5606 -7.0147
H -2.1531 -3.2204 -4.4502
H -3.1347 -4.3612 -5.3241
H -0.3094 -3.3215 -5.9965
H -0.6913 -4.9827 -5.5386
H -1.2077 -4.2455 -7.1347
H -4.8425 -3.2956 -6.4038
H -4.7886 -1.6156 -6.6760
H -4.4100 -2.8914 -3.9491
H -5.8916 -2.1369 -4.4772
H -4.4054 -1.1585 -4.2139
C 0.0470 4.1023 4.0027
C -1.0873 3.6823 4.9644
N -2.2116 4.5925 4.8357
C -1.8809 6.0365 5.1787
C -2.3678 6.9856 4.0677
C -3.2552 4.0725 5.7177
C -4.5901 4.7680 5.5694
H 0.8085 4.6931 4.5092
H -0.3813 4.6005 3.1381
H 0.5979 3.2180 3.6621
H -1.4275 2.6969 4.6536
H -0.5785 3.5959 5.9406
H -0.7870 6.1044 5.2479
H -2.2256 6.2566 6.1984
H -3.4566 7.0011 4.0482
H -1.9512 6.6926 3.1124
H -2.0277 8.0178 4.2487
H -3.4631 3.0300 5.4566
H -2.9479 4.0659 6.7803
H -5.2981 4.3042 6.2632
H -4.5570 5.8061 5.9104
H -4.9505 4.6528 4.5524
C 2.2901 4.8488 -3.1509
C 3.6665 4.2572 -3.3861
C 4.0962 3.1596 -2.4448
O 4.4060 4.6764 -4.2588
H 1.5305 4.0721 -3.0520
H 2.0342 5.4775 -4.0045
H 2.2613 5.4748 -2.2572
H 3.5610 2.2180 -2.5601
H 3.9621 3.4672 -1.4055
H 5.1498 2.9651 -2.6518
C -5.0689 -1.0199 0.1715
C -5.3469 -2.2292 0.9920
C -4.5157 -3.4646 0.7782
O -6.1123 -2.1898 1.8828
H -5.9411 -0.5022 -0.2190
H -4.3696 -1.2263 -0.6376
H -4.5658 -0.3151 0.8435
H -5.0312 -4.1765 0.1309
H -4.2743 -3.9126 1.7348
H -3.5870 -3.2068 0.2682
C 2.5798 -2.8038 2.1885
C 3.8099 -2.3659 2.9009
C 4.9875 -3.2877 2.7484
O 3.8472 -1.3599 3.5439
H 2.1568 -3.6761 2.6862
H 2.7451 -3.0769 1.1358
H 1.8082 -2.0442 2.1034
H 5.8166 -2.7303 2.3118
H 4.6774 -4.1842 2.2198
H 5.3982 -3.6358 3.7036
C -2.2832 -2.3083 3.7804
C -0.7800 -2.5398 3.7164
C 0.1171 -1.7134 4.6022
O -0.3347 -3.3072 2.9464
H -2.7591 -3.2561 3.5445
H -2.4973 -1.6126 2.9637
H -2.5674 -1.9814 4.7747
H 0.5098 -2.3277 5.4102
H -0.4637 -0.8691 4.9830
H 0.9521 -1.2748 4.0525
*
```

Properties
HOMO ... -8.319 eV
SMILES ... CCN(CC)CC.CCN(CC)CC.CCN(CC)CC.CCN(CC)CC.CC(C)=O.CC(C)=O.CC(C)=O.CC(C)=O
Energy above the lowest of the compared OMol25 structures with the same formula, charge and spin ... 100.50 kJ/mol
Orbital gap ... 8.713 eV